A structure of composition C19H28N3O9PPdS in a non-equilibrium geometry, computed with wB97M-V/def2-TZVPD.

```
62
Properties=species:S:1:pos:R:3:forces:R:3:mulliken_charge:R:1
Pd 1.231 -0.356 -1.325 0.3 0.4 -0.3 -0.112
C 2.251 3.257 1.429 0.1 0.0 0.0 -1.545
C 1.541 2.070 0.783 -0.1 -0.1 -0.1 1.150
C 0.088 2.423 0.504 0.1 0.1 0.0 -1.420
O 2.122 1.769 -0.516 -0.2 -0.1 0.3 -0.472
C 1.482 -0.677 1.169 -0.3 -1.0 0.1 1.277
O 1.512 -1.052 2.509 0.0 0.2 0.0 -0.525
O 2.362 -1.168 0.348 0.1 0.4 0.1 -0.546
H 2.161 4.129 0.781 0.0 0.0 0.0 0.448
H 3.312 3.053 1.602 -0.1 0.0 0.0 0.480
H 1.786 3.496 2.388 0.0 0.0 -0.1 0.362
H 0.058 3.418 0.063 0.0 0.0 0.0 0.474
H -0.516 2.434 1.409 0.0 0.0 0.0 0.322
H -0.362 1.744 -0.215 -0.1 -0.1 0.0 0.154
H 3.068 1.973 -0.513 0.0 0.0 -0.1 0.359
O -4.680 1.912 4.443 0.1 0.0 0.1 -0.484
S -4.303 2.097 5.806 -0.3 0.3 0.1 1.097
O -4.505 3.367 6.425 0.0 -0.2 0.0 -0.463
O -4.212 0.900 6.643 0.1 0.2 -0.1 -0.426
C -2.252 1.968 5.792 0.4 -0.3 -0.2 0.402
N -1.561 2.384 6.807 -0.3 0.1 0.1 -0.415
C -0.253 2.194 6.695 0.0 0.1 0.0 -0.578
C 0.301 1.568 5.576 0.2 0.0 0.0 -0.567
C -0.563 1.177 4.567 0.1 0.1 0.0 0.143
N -1.875 1.403 4.696 -0.3 -0.1 -0.1 -0.265
C -0.168 0.489 3.309 0.1 0.1 0.1 0.531
C -1.129 -0.002 2.507 -0.1 -0.1 0.0 -0.543
C -0.930 -0.514 1.165 0.1 0.0 0.1 -0.351
N 0.170 -0.728 0.537 0.1 0.2 -0.1 -0.340
C 1.860 0.853 1.663 0.3 0.5 0.2 -0.257
C 1.289 0.311 2.990 -0.2 -0.1 -0.1 -0.469
H 0.363 2.537 7.517 0.0 0.0 0.0 0.446
H 1.366 1.388 5.548 0.0 0.0 0.0 0.383
H -2.159 0.104 2.826 0.0 0.0 0.0 0.606
H -1.832 -0.671 0.580 0.0 0.1 0.0 0.424
H 2.942 0.794 1.769 0.0 -0.1 0.0 1.093
H 1.925 0.516 3.843 0.1 -0.1 0.0 0.585
C -2.934 -1.720 -3.750 0.0 -0.1 -0.1 -1.313
C -1.766 -1.501 -2.825 -0.1 0.0 -0.1 0.044
O -0.591 -2.178 -3.382 0.0 0.1 0.1 -0.224
P 0.861 -1.599 -3.227 -0.3 -0.4 -0.3 1.157
O 1.800 -2.738 -3.697 0.1 -0.1 0.2 -0.432
C 2.022 -4.015 -2.977 -0.1 -0.1 -0.1 -0.130
C 1.024 -5.065 -3.395 0.0 0.1 -0.1 -0.985
O 1.099 -0.402 -4.191 -0.1 0.1 0.0 -0.306
C 0.979 -0.453 -5.677 0.0 0.0 -0.2 -0.185
C -0.126 0.466 -6.121 0.0 0.0 0.1 -0.975
H -3.852 -1.377 -3.271 0.0 0.0 0.0 0.415
H -3.035 -2.782 -3.972 -0.1 0.0 0.0 0.321
H -2.807 -1.178 -4.686 0.0 0.0 0.0 0.245
H -1.949 -1.942 -1.846 0.1 -0.1 0.0 0.218
H -1.550 -0.437 -2.704 0.1 0.1 0.0 0.298
H 1.996 -3.814 -1.906 -0.1 0.1 0.0 0.184
H 3.034 -4.289 -3.253 0.1 0.0 0.0 0.299
H -0.002 -4.728 -3.249 0.0 0.0 0.1 0.222
H 1.183 -5.959 -2.793 0.0 0.0 0.0 0.397
H 1.158 -5.329 -4.444 0.0 0.0 0.0 0.310
H 0.807 -1.488 -5.967 0.0 0.0 0.0 0.306
H 1.949 -0.134 -6.043 0.1 0.0 0.1 0.334
H -1.107 0.076 -5.851 0.0 0.0 0.0 0.138
H -0.085 0.561 -7.206 0.0 0.0 0.0 0.398
H -0.001 1.459 -5.689 0.0 0.0 0.0 0.302
```
Positions in Å, forces in eV/Å.

Properties
Net charge: +2
LUMO energy (spin up / spin down) (hartree): -0.2879 / -0.3674
HOMO level (spin up / spin down) (eV): -15.07 / -15.08
Strongest force on any atom (Eh/bohr): 0.0200
Multiplicity: 5
<S²>: 6.026
Electronic energy (eV): -66636.834
Kohn-Sham gap (spin up / spin down) (eV): 7.23 / 5.08